[1]
A 2-piece molecular cluster, C5H11NO overall at a distorted geometry. Source: the OMol25 dataset; level of theory: ωB97M-V/def2-TZVPD.

Last column: Mulliken charge in e.
Positions of all 18 atoms, in Å:
1 C -2.107 -1.274 1.617  -0.848
2 C -1.626 -0.774 0.424  -0.407
3 C -0.381 -0.043 0.195  1.089
4 C -0.284 1.033 -0.862  -1.471
5 C 0.640 -0.302 1.065  -0.316
6 N 1.887 0.353 1.121  -0.524
7 H -1.563 -1.213 2.579  0.279
8 H -2.987 -1.853 1.549  0.284
9 H -2.357 -0.681 -0.414  0.247
10 H -0.951 0.891 -1.828  0.270
11 H 0.717 1.079 -1.264  0.297
12 H -0.560 2.089 -0.564  0.255
13 H 0.541 -1.192 1.783  0.290
14 H 1.944 1.319 0.779  0.223
15 H 2.417 0.443 1.977  0.255
16 O 1.831 0.255 -2.915  -0.656
17 H 1.150 -0.236 -3.266  0.301
18 H 1.689 0.104 -1.976  0.432

Its charge is 0. The value obtained for the HOMO-LUMO gap is 8.623 eV. The value obtained for the HOMO energy is -7.792 eV. The spin multiplicity is 1. The value obtained for the total energy is -327.03264 a.u.

[2]
One molecule with the formula C5H11NO. Source: the OMol25 dataset; level of theory: ωB97M-V/def2-TZVPD.

Last column: Mulliken charge in e.
Positions of all 18 atoms, in Å:
1 C -0.431 2.411 0.087  -1.152
2 C 0.053 1.175 0.844  -0.583
3 C 0.516 0.072 -0.095  0.232
4 C 0.767 -1.320 0.524  -0.783
5 C -0.386 -1.840 -0.365  0.033
6 O -0.095 -2.879 -1.254  -0.554
7 N -0.503 -0.523 -0.991  -0.526
8 H 0.350 2.787 -0.585  0.307
9 H -1.310 2.187 -0.528  0.301
10 H -0.705 3.220 0.772  0.353
11 H 0.901 1.447 1.488  0.293
12 H -0.737 0.798 1.509  0.324
13 H 1.362 0.458 -0.682  0.273
14 H 1.732 -1.782 0.296  0.260
15 H 0.587 -1.389 1.601  0.275
16 H -1.276 -2.177 0.179  0.354
17 H 0.601 -2.543 -1.838  0.329
18 H -1.427 -0.102 -0.962  0.264

Its charge is 0. The value obtained for the HOMO-LUMO gap is 10.294 eV. The value obtained for the HOMO energy is -9.235 eV. The spin multiplicity is 1. The value obtained for the total energy is -327.07946 a.u.

[3]
One molecule with the formula C5H11NO. Source: the OMol25 dataset; level of theory: ωB97M-V/def2-TZVPD.

Last column: Mulliken charge in e.
Positions of all 18 atoms, in Å:
1 C -1.844 -0.926 -0.435  -0.977
2 C -1.537 0.243 0.491  -0.552
3 N -0.081 0.505 0.617  0.181
4 C 0.446 0.503 1.841  -0.621
5 C 0.592 0.717 -0.520  -0.385
6 C 2.018 0.325 -0.684  -0.485
7 O 2.152 -0.601 -1.760  -0.537
8 H -2.927 -1.057 -0.519  0.360
9 H -1.412 -1.855 -0.047  0.274
10 H -1.445 -0.756 -1.438  0.316
11 H -1.998 1.166 0.125  0.289
12 H -1.917 0.060 1.498  0.311
13 H 1.423 0.939 1.987  0.350
14 H -0.094 0.039 2.652  0.166
15 H 0.005 0.946 -1.402  0.438
16 H 2.696 1.146 -0.942  0.260
17 H 2.377 -0.109 0.266  0.299
18 H 1.496 -1.291 -1.591  0.314

Its charge is 0. The value obtained for the HOMO-LUMO gap is 7.694 eV. The value obtained for the HOMO energy is -6.813 eV. The spin multiplicity is 1. The value obtained for the total energy is -327.00998 a.u.

[4]
One molecule with the formula C5H11NO at a distorted geometry. Source: the OMol25 dataset; level of theory: ωB97M-V/def2-TZVPD.

Last column: Mulliken charge in e.
Positions of all 18 atoms, in Å:
1 C -0.547 -1.446 1.548  -1.084
2 C -1.091 -1.030 0.317  0.503
3 N -1.273 -2.111 -0.582  -0.606
4 C -0.759 0.391 -0.020  -0.616
5 C 0.385 0.662 -1.103  -0.394
6 C 1.478 1.288 -0.248  -0.794
7 O 1.108 2.337 0.575  -0.547
8 H -0.318 -1.045 2.510  0.326
9 H -0.333 -2.493 1.550  0.309
10 H -1.635 -1.843 -1.548  0.254
11 H -2.025 -2.694 -0.167  0.298
12 H -0.555 0.976 0.906  0.324
13 H -1.531 0.778 -0.746  0.210
14 H 0.276 1.509 -1.933  0.315
15 H 0.753 -0.234 -1.547  0.358
16 H 1.886 0.522 0.373  0.360
17 H 2.342 1.587 -0.820  0.457
18 H 1.838 2.845 0.936  0.327

Its charge is 0. The value obtained for the HOMO-LUMO gap is 8.800 eV. The value obtained for the HOMO energy is -7.910 eV. The spin multiplicity is 1. The value obtained for the total energy is -326.99992 a.u.

[5]
A 2-piece molecular cluster, C5H11NO2 overall at a distorted geometry. Source: the OMol25 dataset; level of theory: ωB97M-V/def2-TZVPD.

Last column: Löwdin spin population.
Positions of all 19 atoms, in Å:
1 O 0.432 0.309 2.338  0.128
2 C -0.612 0.141 1.721  0.089
3 N -0.837 -1.118 1.144  0.025
4 C -1.738 -1.282 -0.004  0.009
5 C 1.089 0.677 -1.422  0.000
6 C 2.587 0.387 -1.510  0.000
7 O 0.393 -0.348 -2.018  0.003
8 C -1.785 0.946 1.879  0.668
9 H 0.065 -1.512 0.927  0.001
10 H -1.437 -0.634 -0.837  0.000
11 H -1.771 -2.319 -0.318  0.000
12 H 0.955 1.684 -1.886  0.000
13 H 2.812 -0.610 -1.127  0.000
14 H 3.165 1.148 -0.956  0.000
15 H 2.887 0.431 -2.562  0.000
16 H 0.836 0.820 -0.348  0.000
17 H -2.714 0.428 2.095  0.037
18 H -2.722 -0.932 0.339  0.004
19 H -1.604 1.785 2.545  0.037

Its charge is -1. The value obtained for the HOMO-LUMO gap (spin up / spin down) is 6.189 / 4.417 eV. The value obtained for the HOMO energy (spin up / spin down) is -2.457 / -2.440 eV. The spin multiplicity is 2. Its expectation value of S² is 0.758. The value obtained for the total energy is -402.26639 a.u.

[6]
C5H11NO2 as an isolated structure at a distorted geometry. Source: the OMol25 dataset; level of theory: ωB97M-V/def2-TZVPD.

Last column: Löwdin spin population.
Positions of all 19 atoms, in Å:
1 O -0.930 -1.849 -0.307  0.163
2 C -1.388 -0.612 -0.033  0.185
3 N -0.426 0.113 0.965  0.035
4 C 0.251 1.171 0.255  0.022
5 C 1.570 0.659 -0.482  0.003
6 C 1.795 -0.841 -0.308  0.002
7 O 2.169 -1.107 1.116  0.002
8 C -2.762 -0.099 -0.234  0.414
9 H -1.003 0.599 1.571  0.008
10 H -0.386 1.475 -0.570  0.009
11 H 0.549 2.111 0.884  0.002
12 H 2.367 1.180 -0.030  0.000
13 H 1.616 0.899 -1.516  0.001
14 H 2.724 -1.216 -0.896  0.000
15 H 0.826 -1.448 -0.575  0.001
16 H 1.270 -1.093 1.509  0.001
17 H -1.624 0.072 -1.008  0.070
18 H -3.411 -0.897 0.155  0.056
19 H -3.206 0.882 -0.495  0.026

Its charge is -1. The value obtained for the HOMO-LUMO gap (spin up / spin down) is 5.951 / 7.213 eV. The value obtained for the HOMO energy (spin up / spin down) is -1.781 / -3.256 eV. The spin multiplicity is 2. Its expectation value of S² is 0.755. The value obtained for the total energy is -402.16802 a.u.